{"formula": "C48H51Cl8F5IN3O3S2", "method": "the ωB97M-V functional and the def2-TZVPD basis", "elements": ["C", "C", "I", "C", "C", "C", "C", "C", "C", "C", "C", "C", "C", "C", "C", "C", "C", "C", "C", "C", "C", "N", "C", "S", "O", "O", "C", "F", "F", "C", "F", "F", "F", "C", "C", "S", "C", "C", "C", "C", "C", "C", "O", "N", "C", "C", "C", "C", "C", "C", "C", "C", "C", "N", "H", "H", "H", "H", "H", "H", "H", "H", "H", "H", "H", "H", "H", "H", "H", "H", "H", "H", "H", "H", "H", "H", "H", "H", "H", "H", "H", "H", "H", "H", "H", "H", "H", "H", "H", "Cl", "C", "C", "Cl", "H", "H", "H", "H", "Cl", "C", "C", "Cl", "H", "H", "H", "H", "Cl", "C", "C", "Cl", "H", "H", "H", "H", "Cl", "C", "C", "Cl", "H", "H", "H", "H"], "xyz": [[-5.1310, 3.5717, 0.4478], [-3.5088, 3.2225, 0.6483], [-2.7443, 3.9107, 2.5802], [-3.2075, 1.6425, 0.3230], [-1.7976, 1.3843, -0.4775], [-1.7154, 1.8558, -2.0452], [-3.0129, 2.5397, -2.8493], [-3.8809, 1.3334, -3.6164], [-3.4716, -0.1683, -3.0960], [-4.4932, -1.3635, -3.6544], [-4.2678, -2.8530, -2.9276], [-5.1932, -4.1579, -3.2903], [-6.3826, -3.9571, -4.4030], [-6.5891, -2.4826, -5.1463], [-5.6572, -1.1450, -4.7880], [-0.2643, 1.6311, -2.8463], [-0.2842, 2.1672, -4.4348], [0.2524, 3.6584, -4.6497], [0.2337, 4.3143, -6.1411], [-0.3790, 3.2528, -7.2149], [-0.8080, 1.7884, -6.7223], [-0.8057, 1.1444, -5.3791], [1.0602, 0.9181, -2.1487], [2.6945, 0.6882, -3.1120], [3.9029, 0.8629, -2.1108], [2.9078, 1.8289, -4.1803], [2.8555, -1.0408, -3.8136], [2.1731, -1.9550, -2.8232], [4.2790, -1.4520, -3.8413], [2.1880, -1.2592, -5.2948], [2.7452, -2.5663, -5.8091], [0.6948, -1.4848, -5.2499], [2.5539, -0.2417, -6.3071], [0.9581, 0.3878, -0.5653], [-0.4746, 0.6802, 0.1854], [-0.6261, 0.1108, 1.9912], [0.4133, -1.4928, 1.9989], [-0.0025, -2.7551, 2.9587], [0.9141, -4.1467, 2.9739], [0.5047, -5.3875, 3.9841], [1.2652, -5.2450, 5.4647], [1.4850, -3.6589, 5.9103], [2.5635, -2.9598, 5.4754], [0.4578, -3.0704, 6.8526], [-0.1672, -1.7979, 6.3252], [-1.8306, -1.7778, 6.2030], [-2.6786, -0.4646, 5.6490], [-1.7832, 0.8686, 5.2187], [-0.1229, 0.9391, 5.3536], [0.6208, -0.4220, 5.9019], [2.2019, -4.1596, 1.9426], [2.6247, -2.8719, 0.9640], [1.7208, -1.4648, 0.9692], [2.1286, -0.2858, 0.1151], [-5.6643, 3.7430, 1.4964], [-5.2725, 4.5243, -0.2438], [-5.7182, 2.6986, -0.0764], [-2.9597, 3.8763, -0.1861], [-3.2841, 1.0253, 1.3164], [-4.0971, 1.2713, -0.3768], [-2.6703, 3.3649, -3.6285], [-3.7703, 3.0679, -2.1270], [-3.5417, 1.3990, -4.7588], [-5.0320, 1.5585, -3.4886], [-2.3959, -0.4712, -3.4424], [-3.6015, -0.1982, -1.9099], [-3.4121, -2.9749, -2.1238], [-4.9567, -5.1586, -2.7052], [-7.0601, -4.9033, -4.6310], [-7.4616, -2.4241, -5.9361], [-5.8026, -0.0930, -5.2895], [0.6581, 4.2857, -3.7409], [0.5769, 5.4046, -6.3917], [-0.5023, 3.5628, -8.3452], [-1.2106, 1.0654, -7.5862], [-0.9380, -2.7153, 3.6982], [-0.6581, -5.4090, 4.2506], [0.8181, -6.4562, 3.5690], [2.3066, -5.7793, 5.4988], [0.6004, -5.7285, 6.3290], [0.9396, -2.8028, 7.7560], [-2.4571, -2.7201, 6.5076], [-3.8543, -0.4820, 5.5699], [-2.4185, 1.7848, 4.8009], [0.4905, 1.8892, 5.0423], [1.8099, -0.3751, 5.9723], [2.8812, -5.1403, 1.9100], [3.5750, -3.0381, 0.2980], [2.7567, 0.3829, 0.6116], [-2.3833, 8.1394, 4.7584], [-0.8303, 7.5576, 4.1074], [-0.2343, 8.5225, 3.0946], [-1.1832, 8.5880, 1.5888], [-0.9947, 6.5671, 3.6718], [-0.1523, 7.4463, 4.9589], [0.7734, 8.1971, 2.8199], [-0.1658, 9.5381, 3.4975], [5.6528, -1.2900, 0.6183], [7.0776, -2.1898, 1.1965], [7.3124, -3.4654, 0.4030], [6.0487, -4.6848, 0.7003], [6.9380, -2.3980, 2.2619], [7.9377, -1.5220, 1.0904], [8.2640, -3.9170, 0.6987], [7.3489, -3.2694, -0.6734], [-0.2761, 6.1645, -3.1906], [1.1950, 7.1057, -2.8382], [1.4957, 8.1290, -3.9219], [1.9909, 7.3629, -5.4517], [2.0237, 6.4032, -2.7064], [1.0245, 7.6134, -1.8842], [2.3233, 8.7713, -3.6070], [0.6292, 8.7662, -4.1261], [2.5619, -8.2782, 5.4207], [4.1149, -8.8600, 4.7697], [4.7109, -7.8951, 3.7569], [3.7620, -7.8296, 2.2511], [3.9505, -9.8505, 4.3341], [4.7929, -8.9713, 5.6212], [5.7186, -8.2205, 3.4822], [4.7794, -6.8795, 4.1598]], "lumo_ev": -1.06, "e_homo_ev": -7.7099, "energy_ha": -7522.88034, "smiles": "C[C@@H](I)Cc1c(CCCc2ccccc2)c(-c2ccccn2)c(S(=O)(=O)C(F)(F)C(F)(F)F)c2c1Sc1cc(CCC(=O)Nc3ccccc3)ccc1N2.ClCCCl.ClCCCl.ClCCCl.ClCCCl", "e_above_lowest_ev": 47.286, "homo_lumo_gap_ev": 6.650}



{"formula": "C18H43NO4PSbTl", "method": "the ωB97M-V functional and the def2-TZVPD basis", "elements": ["Tl", "C", "O", "C", "C", "O", "C", "C", "O", "C", "H", "H", "H", "H", "H", "H", "H", "H", "H", "H", "H", "H", "H", "H", "C", "Sb", "C", "C", "H", "H", "H", "H", "H", "H", "H", "H", "H", "C", "P", "C", "C", "H", "H", "H", "H", "H", "H", "H", "H", "H", "O", "C", "C", "C", "C", "C", "C", "N", "H", "H", "H", "H", "H", "H", "H", "H", "H", "H", "H"], "xyz": [[-1.5729, 0.5324, 1.7433], [-2.7355, 3.9171, 1.1466], [-1.5579, 3.2938, 1.6595], [-1.2212, 3.7356, 2.9832], [-2.1962, 3.2218, 4.0195], [-2.2633, 1.7940, 3.9945], [-1.6691, 1.1196, 5.1060], [-0.1688, 1.0460, 4.9851], [0.1526, 0.4719, 3.7155], [1.5545, 0.2355, 3.5652], [-2.6771, 5.0010, 1.2610], [-3.6414, 3.5555, 1.6374], [-2.7938, 3.6756, 0.0860], [-1.1911, 4.8288, 3.0149], [-0.2178, 3.3556, 3.1742], [-3.2035, 3.5939, 3.8329], [-1.8941, 3.5797, 5.0070], [-2.0986, 0.1172, 5.1102], [-1.9462, 1.6085, 6.0421], [0.2342, 0.4203, 5.7864], [0.2913, 2.0372, 5.0644], [1.8988, -0.4960, 4.2984], [2.1179, 1.1618, 3.6959], [1.7107, -0.1503, 2.5598], [-0.6819, 2.6481, -5.8431], [-0.6591, 1.9749, -3.8441], [0.1276, 3.4178, -2.5252], [-2.5684, 1.3638, -3.2042], [-0.0364, 2.0304, -6.4632], [-0.3326, 3.6791, -5.8546], [-1.7070, 2.5924, -6.2053], [-0.3273, 4.3742, -2.7827], [1.2067, 3.4897, -2.6453], [-0.1235, 3.1529, -1.4996], [-3.2340, 2.2213, -3.3012], [-2.5190, 1.0427, -2.1660], [-2.9311, 0.5550, -3.8357], [1.4933, -0.3894, -5.3357], [0.8541, -0.0566, -3.6910], [-0.0791, -1.4521, -3.0604], [2.1993, 0.3291, -2.5686], [2.1903, -1.2284, -5.2632], [2.0317, 0.4753, -5.7253], [0.6872, -0.6667, -6.0164], [0.5363, -2.3448, -3.2025], [-1.0143, -1.5886, -3.6035], [-0.2583, -1.3115, -1.9896], [2.8192, -0.5662, -2.4741], [1.8097, 0.5858, -1.5824], [2.8169, 1.1337, -2.9695], [0.3434, -1.2064, 0.3724], [0.9076, -2.2787, 0.6787], [1.8045, -3.0048, -0.2912], [1.2139, -4.3407, -0.7783], [1.4317, -5.5004, 0.1921], [0.7821, -5.3291, 1.5615], [1.2841, -4.1190, 2.3401], [0.7261, -2.8391, 1.8736], [2.7795, -3.1806, 0.1714], [1.9620, -2.3226, -1.1248], [1.6907, -4.5993, -1.7260], [0.1453, -4.2155, -0.9856], [2.5084, -5.6441, 0.3257], [1.0584, -6.4166, -0.2667], [0.9973, -6.2176, 2.1574], [-0.3065, -5.2712, 1.4731], [2.3749, -4.0684, 2.3148], [0.9988, -4.2051, 3.3861], [0.0859, -2.3593, 2.4889]], "lumo_ev": -8.64, "e_homo_ev": -16.9026, "energy_ha": -1820.49857, "charge": 3, "homo_lumo_gap_ev": 8.258}



{"formula": "C44H55CsGeIN13", "method": "the ωB97M-V functional and the def2-TZVPD basis", "elements": ["Cs", "C", "C", "C", "C", "C", "C", "N", "C", "C", "C", "C", "C", "C", "N", "N", "C", "C", "C", "C", "C", "N", "H", "H", "H", "H", "H", "H", "H", "H", "H", "H", "H", "H", "H", "I", "C", "C", "N", "N", "C", "H", "H", "H", "N", "C", "N", "C", "C", "C", "C", "C", "H", "H", "H", "H", "H", "H", "H", "H", "H", "H", "N", "C", "C", "C", "C", "C", "C", "C", "N", "C", "C", "N", "C", "H", "H", "H", "H", "H", "H", "H", "C", "C", "C", "C", "N", "N", "H", "H", "H", "H", "H", "H", "H", "H", "H", "H", "H", "H", "C", "Ge", "C", "C", "C", "H", "H", "H", "H", "H", "H", "H", "H", "H", "H"], "xyz": [[0.0919, -0.2072, -0.3491], [-3.2480, -2.4932, 4.3509], [-3.0552, -3.3008, 3.2322], [-1.8329, -3.3445, 2.5942], [-0.7364, -2.5679, 3.0390], [-0.9557, -1.7528, 4.1646], [-2.1860, -1.7235, 4.8024], [0.4673, -2.5642, 2.3832], [1.0300, -3.7388, 1.9598], [0.8671, -4.9334, 2.7003], [1.5265, -6.1039, 2.3824], [2.3984, -6.1330, 1.2922], [2.5707, -4.9960, 0.5335], [1.8929, -3.7845, 0.8127], [1.9780, -2.6837, 0.0025], [2.7074, -2.8795, -1.0822], [2.9409, -1.8680, -1.9293], [3.4025, -2.2469, -3.2302], [3.7185, -1.2876, -4.1507], [3.6054, 0.0710, -3.7992], [3.1466, 0.3572, -2.5232], [2.8065, -0.5474, -1.6151], [-4.2133, -2.4465, 4.8405], [-3.8779, -3.8982, 2.8531], [-1.6890, -3.9657, 1.7184], [-0.1372, -1.1432, 4.5319], [-2.3220, -1.0864, 5.6706], [0.2196, -4.9017, 3.5681], [1.3851, -6.9903, 2.9935], [2.9272, -7.0476, 1.0429], [3.2238, -5.0022, -0.3275], [3.4725, -3.3022, -3.4565], [4.0508, -1.5632, -5.1468], [3.8782, 0.8599, -4.4912], [3.0396, 1.3974, -2.2104], [5.0043, 2.0336, 4.3045], [3.5969, 0.9629, 3.1942], [2.9645, -0.2082, 3.5649], [2.1193, -0.5061, 2.5695], [2.1614, 0.3996, 1.5940], [3.0551, 1.3080, 1.9503], [3.0829, -0.8222, 4.4415], [1.4390, -1.3740, 2.4909], [3.2745, 2.1580, 1.3279], [0.8361, 3.4554, 1.6474], [0.2770, 4.3618, 2.0972], [-0.3775, 5.3755, 2.6472], [0.2894, 6.6416, 2.8965], [-0.6668, 7.7864, 2.5704], [-1.9651, 7.6254, 3.3647], [-2.6022, 6.2685, 3.0562], [-1.6218, 5.1448, 3.3728], [1.1897, 6.6928, 2.2866], [0.5890, 6.7095, 3.9523], [-0.8922, 7.7632, 1.5011], [-0.1847, 8.7411, 2.7952], [-2.6582, 8.4368, 3.1303], [-1.7413, 7.6870, 4.4356], [-2.8622, 6.2172, 1.9963], [-3.5156, 6.1234, 3.6360], [-2.0261, 4.1773, 3.0788], [-1.4233, 5.1222, 4.4535], [2.7038, 4.0707, -10.5182], [2.2798, 3.9881, -9.4526], [1.7485, 3.8937, -8.1418], [0.9661, 4.9292, -7.6154], [0.4468, 4.8421, -6.3448], [0.6964, 3.7201, -5.5541], [1.4851, 2.6865, -6.0657], [1.9986, 2.7721, -7.3386], [0.1512, 3.6174, -4.2715], [-0.1663, 4.6491, -3.4049], [-0.6660, 4.0484, -2.2885], [-0.6890, 2.6877, -2.4535], [-0.2008, 2.4577, -3.6372], [0.7690, 5.8000, -8.2265], [-0.1808, 5.6350, -5.9611], [1.7086, 1.8270, -5.4451], [2.6183, 1.9759, -7.7293], [0.0342, 5.6806, -3.6350], [-1.0093, 4.5065, -1.3750], [-0.1053, 1.4835, -4.0917], [-3.8993, 1.8738, -3.8979], [-3.9718, 0.3849, -3.5694], [-4.1016, -0.4209, -4.8663], [-5.1808, 0.1210, -2.6615], [-2.6817, 0.0312, -2.9425], [-2.6582, -1.1257, -2.1127], [-4.7762, 2.1836, -4.4694], [-3.0014, 2.0889, -4.4835], [-3.8570, 2.4598, -2.9767], [-5.0147, -0.1504, -5.4037], [-4.1370, -1.4912, -4.6508], [-3.2384, -0.2298, -5.5069], [-6.0674, 0.6162, -3.0686], [-4.9898, 0.4960, -1.6512], [-5.3932, -0.9474, -2.5931], [-2.3957, 0.8030, -2.3504], [-2.9183, -1.9286, -2.6708], [-3.3125, -1.0363, -1.3266], [-2.0789, 1.8109, 3.2070], [-3.6856, 1.6652, 2.0161], [-5.1513, 1.8991, 3.3975], [-3.7169, 3.4441, 1.0807], [-3.8003, 0.2473, 0.7149], [-2.2694, 2.5166, 4.0226], [-1.1891, 2.1308, 2.6580], [-1.8654, 0.8368, 3.6427], [-5.0152, 2.8537, 3.9157], [-5.0977, 1.0956, 4.1361], [-6.1495, 1.8845, 2.9528], [-3.9821, 4.2652, 1.7559], [-4.4527, 3.4178, 0.2726], [-2.7439, 3.6622, 0.6271], [-3.8440, -0.6959, 1.2958]], "lumo_ev": [2.89, 2.89], "e_homo_ev": [-1.2949, -0.2621], "energy_ha": -4816.06902, "charge": -2, "e_above_lowest_ev": 0.561, "homo_lumo_gap_ev": [4.185, 3.152]}



{"formula": "C25H22N2O4", "method": "the ωB97M-V functional and the def2-TZVPD basis", "elements": ["C", "O", "C", "C", "C", "C", "C", "C", "C", "C", "C", "O", "C", "C", "C", "C", "C", "C", "C", "C", "C", "C", "H", "H", "H", "H", "H", "H", "H", "H", "H", "H", "H", "H", "H", "H", "H", "H", "H", "C", "N", "C", "O", "N", "C", "O", "C", "C", "H", "H", "H", "H", "H"], "xyz": [[3.6045, -3.2768, 4.5248], [2.6254, -3.9795, 3.7908], [2.0647, -3.2665, 2.7377], [1.0380, -3.8694, 1.9912], [0.4140, -3.2114, 0.9687], [0.7863, -1.8964, 0.6083], [0.0700, -1.2449, -0.4270], [0.1449, 0.0928, -0.8884], [-0.5906, 0.4584, -2.0408], [-0.5142, 1.7217, -2.5591], [0.3154, 2.6977, -1.9839], [0.4738, 3.9736, -2.5855], [1.6107, 4.1735, -3.4180], [1.4615, 4.1576, -4.8055], [2.5554, 4.2448, -5.6333], [3.8205, 4.3781, -5.0956], [3.9874, 4.4248, -3.7253], [2.8952, 4.3335, -2.8940], [1.0009, 2.3638, -0.8098], [0.9061, 1.1133, -0.2708], [1.8762, -1.3331, 1.3114], [2.4696, -1.9791, 2.3577], [3.9868, -3.9290, 5.3115], [4.4336, -2.9956, 3.8730], [3.1606, -2.3921, 4.9861], [0.7501, -4.8722, 2.2458], [-0.3754, -3.6923, 0.4162], [-0.6571, -1.8606, -0.9321], [-1.2061, -0.2878, -2.5162], [-1.0713, 1.9795, -3.4404], [0.4747, 4.0376, -5.2123], [2.4297, 4.1904, -6.7023], [4.6789, 4.4228, -5.7449], [4.9778, 4.5178, -3.3098], [3.0202, 4.3689, -1.8282], [1.6106, 3.1104, -0.3353], [1.3639, 0.9415, 0.6816], [2.3259, -0.4234, 0.9696], [3.2690, -1.4914, 2.8836], [-5.8331, -3.1013, 1.8681], [-5.0027, -1.9099, 1.9019], [-3.8020, -1.9424, 1.1793], [-3.5268, -2.9653, 0.5648], [-2.9704, -0.8684, 1.1648], [-3.3277, 0.2390, 1.8672], [-2.6049, 1.2352, 1.8876], [-4.5569, 0.2739, 2.6069], [-5.3653, -0.7978, 2.6075], [-6.7517, -2.9666, 2.4351], [-6.0791, -3.3336, 0.8342], [-5.2732, -3.9371, 2.2820], [-4.8017, 1.1715, 3.1474], [-6.2920, -0.7987, 3.1538]], "lumo_ev": -2.62, "e_homo_ev": -6.8294, "energy_ha": -1376.22913, "e_above_lowest_ev": 4.910, "homo_lumo_gap_ev": 4.213}